No. 1
The following is a quantum chemistry calculation of a structure of composition C53H42Cl3IN13O4RbS, from the Open Molecules 2025 dataset.

electronic energy = -5158.35285 a.u.
HOMO = -1.02 eV
total charge = -2
E_LUMO = 3.4 eV
relative energy (zero: lowest compared OMol25 entry of this formula, charge and spin) = 4.89 kJ/mol
HOMO-LUMO gap = 4.39 eV

XYZ file:
```
118
Properties=species:S:1:pos:R:3:mulliken_charge:R:1
Rb 0.3093 0.4869 -1.2022 0.99
C 2.3612 2.4567 -5.5618 -1.47
C 2.2086 2.3088 -4.0404 0.56
O 1.3462 1.4769 -3.6539 -0.27
C 3.0182 3.1455 -3.2717 -1.20
C 3.1324 3.2376 -1.8379 0.76
C 4.1100 4.2784 -1.3210 -1.35
N 2.4846 2.4809 -1.0095 0.49
N 2.7248 2.7771 0.3381 -0.11
C 2.5439 1.7607 1.1420 -1.08
O 2.3075 0.5390 0.8787 -0.16
C 2.5662 2.1527 2.6055 0.91
C 2.0382 1.2725 3.5455 -0.33
C 1.9546 1.6229 4.8884 -0.93
C 2.4166 2.8589 5.3170 -0.45
C 2.9683 3.7383 4.3884 -0.51
C 3.0390 3.3900 3.0486 -0.41
H 2.0459 1.5277 -6.0385 0.23
H 3.3860 2.6940 -5.8558 0.42
H 1.7120 3.2581 -5.9282 0.18
H 3.6853 3.7937 -3.8300 0.07
H 4.5548 4.8361 -2.1462 0.37
H 4.8995 3.8030 -0.7356 0.24
H 3.6039 4.9679 -0.6421 0.21
H 1.6660 0.3209 3.1855 0.63
H 1.5148 0.9323 5.5999 0.38
H 2.3457 3.1387 6.3621 0.39
H 3.3341 4.7061 4.7146 0.38
H 3.4397 4.0705 2.3084 0.40
C 3.4999 -2.2298 1.4592 -0.61
N 3.1864 -2.2241 0.0497 1.35
C 1.9929 -1.9975 -0.4976 -1.50
N 2.0766 -2.0835 -1.8139 -0.10
C 3.3892 -2.3712 -2.0107 -0.66
N 4.1013 -2.4821 -0.9105 -1.27
C 3.0079 -3.4827 2.1553 0.77
C 3.3442 -3.7519 3.4789 -0.92
C 2.8358 -4.8726 4.1242 -0.61
C 1.9707 -5.7396 3.4718 -0.95
C 1.6327 -5.4732 2.1515 -0.09
C 2.1623 -4.3630 1.5049 0.20
C 0.6573 -6.2747 1.4142 0.10
N -0.0530 -7.2915 1.7666 -0.62
N -0.8918 -7.5745 0.6907 -0.56
C -0.6182 -6.7018 -0.2184 0.54
O 0.3708 -5.8691 0.1560 -0.05
C -1.2139 -6.4864 -1.5363 0.21
C -2.3258 -7.2220 -1.9332 -1.02
C -2.8889 -6.9882 -3.1763 -0.66
C -2.3432 -6.0348 -4.0264 -0.56
C -1.2293 -5.3015 -3.6378 1.00
C -0.6271 -4.2614 -4.5537 -1.78
N -1.1722 -2.9400 -4.3353 1.14
C -0.6674 -1.9424 -3.5938 -0.25
N -1.5091 -0.9315 -3.5784 -0.25
C -2.5283 -1.3694 -4.3555 -0.36
N -2.3780 -2.5872 -4.8359 -1.09
C -0.6747 -5.5242 -2.3852 -0.06
H 3.0401 -1.3286 1.8774 -0.18
H 4.5802 -2.1268 1.5474 0.42
H 1.1085 -1.7806 0.0859 1.48
H 3.8315 -2.4857 -2.9870 0.47
H 3.9956 -3.0708 4.0151 0.49
H 3.1025 -5.0602 5.1568 0.37
H 1.5441 -6.5961 3.9763 0.52
H 1.8700 -4.1719 0.4848 0.93
H -2.7418 -7.9570 -1.2572 0.50
H -3.7642 -7.5460 -3.4834 0.38
H -2.7930 -5.8431 -4.9932 0.43
H -0.8045 -4.5228 -5.5967 0.47
H 0.4488 -4.1935 -4.3916 0.44
H 0.2932 -1.9986 -3.0928 0.60
H -3.4066 -0.7807 -4.5664 0.49
H 0.1754 -4.9345 -2.0618 0.48
Cl -6.6716 -2.6830 1.7709 -0.30
C -5.0175 -2.3357 1.2968 0.35
C -4.7411 -1.2142 0.5307 -0.71
C -3.4406 -0.9493 0.1556 0.75
Cl -3.1246 0.4861 -0.7853 -0.07
C -2.3173 -1.7774 0.4996 -1.57
O -1.1328 -1.5461 0.1455 0.33
C -2.7016 -2.8925 1.3116 0.33
Cl -1.4197 -3.9469 1.8614 -0.15
C -3.9951 -3.1782 1.6970 -0.74
H -5.5339 -0.5443 0.2264 0.44
H -4.1977 -4.0484 2.3062 0.43
S -0.9970 4.3273 5.0232 -0.10
C -0.8339 3.5737 3.4098 0.33
C -0.1993 4.2504 2.3812 -1.24
C -0.0445 3.5997 1.1635 -0.46
N -0.4683 2.3582 0.9487 0.67
C -1.0883 1.7234 1.9368 -0.47
C -1.2974 2.2863 3.1890 -0.62
C -2.4718 5.2878 4.7303 0.40
C -2.4044 6.6687 4.6085 -0.15
C -3.5787 7.3813 4.4146 -0.37
N -4.7819 6.8196 4.3307 -0.63
C -4.8331 5.4923 4.4381 -0.41
C -3.7218 4.6896 4.6435 -0.26
H 0.2016 5.2438 2.5318 0.48
H 0.4931 4.0668 0.3471 0.50
H -1.3982 0.7032 1.7293 0.18
H -1.7752 1.7208 3.9776 0.53
H -1.4508 7.1764 4.6620 0.38
H -3.5471 8.4616 4.3167 0.34
H -5.8174 5.0436 4.3602 0.35
H -3.8240 3.6158 4.7243 0.35
I -1.3849 2.4977 -6.9284 0.06
C -1.2583 3.3162 -5.0126 -0.26
C -1.1576 4.6827 -4.8315 -0.20
C -1.1030 5.1622 -3.5321 -0.78
C -1.1668 4.2513 -2.4884 -0.13
N -1.2544 2.9397 -2.6702 -0.03
C -1.2785 2.4694 -3.9124 0.20
H -1.1176 5.3542 -5.6793 0.37
H -1.0070 6.2212 -3.3322 0.41
H -1.1344 4.5879 -1.4577 0.37
H -1.3096 1.3931 -4.0240 0.07
```


No. 2
The following is a quantum chemistry calculation of a cluster of 2 separate species, C5H14 in total, from the Open Molecules 2025 dataset.

electronic energy = -198.87418 a.u.
HOMO = -11.32 eV
structure (SMILES) = CCC.CC
E_LUMO = 1.1 eV
relative energy (zero: lowest compared OMol25 entry of this formula, charge and spin) = 39.32 kJ/mol
HOMO-LUMO gap = 12.47 eV

XYZ file:
```
19
Properties=species:S:1:pos:R:3:mulliken_charge:R:1
C 0.3078 -0.5358 1.4133 -1.13
C 1.2701 -0.5652 0.2114 -0.12
C 2.5977 -1.2440 0.5512 -1.31
H 0.5229 -1.4067 2.0308 0.42
H -0.7251 -0.5525 1.0854 0.33
H 0.5453 0.3481 2.0107 0.25
H 0.8355 -1.0514 -0.6601 0.26
H 1.5241 0.4236 -0.1749 0.30
H 2.4695 -2.0682 1.2614 0.32
H 3.1906 -1.6368 -0.2684 0.35
H 3.2237 -0.5623 1.1269 0.31
C -1.4581 1.5141 -0.6711 -0.20
C -2.4520 0.6930 -1.5083 -0.92
H -1.1157 2.4457 -1.1281 0.38
H -1.9414 1.8900 0.2256 0.30
H -0.5994 0.9087 -0.4096 -0.40
H -2.7705 1.1969 -2.4164 0.31
H -3.3600 0.4982 -0.9204 0.26
H -2.0651 -0.2955 -1.7592 0.30
```


Copy entry 2 word for word.
The following is a quantum chemistry calculation of a cluster of 2 separate species, C5H14 in total, from the Open Molecules 2025 dataset.

electronic energy = -198.87418 a.u.
HOMO = -11.32 eV
structure (SMILES) = CCC.CC
E_LUMO = 1.1 eV
relative energy (zero: lowest compared OMol25 entry of this formula, charge and spin) = 39.32 kJ/mol
HOMO-LUMO gap = 12.47 eV

XYZ file:
```
19
Properties=species:S:1:pos:R:3:mulliken_charge:R:1
C 0.3078 -0.5358 1.4133 -1.13
C 1.2701 -0.5652 0.2114 -0.12
C 2.5977 -1.2440 0.5512 -1.31
H 0.5229 -1.4067 2.0308 0.42
H -0.7251 -0.5525 1.0854 0.33
H 0.5453 0.3481 2.0107 0.25
H 0.8355 -1.0514 -0.6601 0.26
H 1.5241 0.4236 -0.1749 0.30
H 2.4695 -2.0682 1.2614 0.32
H 3.1906 -1.6368 -0.2684 0.35
H 3.2237 -0.5623 1.1269 0.31
C -1.4581 1.5141 -0.6711 -0.20
C -2.4520 0.6930 -1.5083 -0.92
H -1.1157 2.4457 -1.1281 0.38
H -1.9414 1.8900 0.2256 0.30
H -0.5994 0.9087 -0.4096 -0.40
H -2.7705 1.1969 -2.4164 0.31
H -3.3600 0.4982 -0.9204 0.26
H -2.0651 -0.2955 -1.7592 0.30
```


The lowest electronic energy belongs to which entry?
C53H42Cl3IN13O4RbS